52
Properties=species:S:1:pos:R:3:nbo_charge:R:1 method="wB97M-V/def2-TZVPD" multiplicity=1 energy_ev=-31892.410 smiles="COc1ccc(C2=C[C@@H]([N+](=C(C)C)c3ccccc3)c3ccccc3O2)cc1" homo_lumo_gap_ev=6.804 relative_energy_ev=0.2336 e_lumo_ev=-3.68 charge=+1 mol_weight_g_mol=370.472
C 3.19 6.61 1.03 -0.26
O 2.27 6.11 0.04 -0.48
C 1.70 4.89 0.27 0.35
C 0.84 4.39 -0.73 -0.26
C 0.23 3.16 -0.56 -0.17
C 0.43 2.41 0.62 -0.10
C -0.24 1.14 0.82 0.36
C -1.19 0.64 -0.02 -0.36
C -1.75 -0.71 0.13 -0.10
N -1.42 -1.52 -1.00 -0.31
C -2.33 -2.11 -1.74 0.52
C -3.67 -1.51 -1.93 -0.70
C -1.98 -3.31 -2.55 -0.71
C 0.01 -1.80 -1.17 0.18
C 0.89 -0.81 -1.60 -0.24
C 2.15 -1.20 -2.07 -0.19
C 2.50 -2.56 -2.11 -0.18
C 1.69 -3.50 -1.46 -0.19
C 0.44 -3.11 -0.99 -0.25
C -1.27 -1.39 1.38 -0.14
C -1.76 -2.66 1.71 -0.19
C -1.36 -3.27 2.89 -0.22
C -0.42 -2.65 3.72 -0.18
C 0.16 -1.44 3.35 -0.24
C -0.31 -0.80 2.20 0.38
O 0.23 0.43 1.90 -0.49
C 1.33 2.90 1.58 -0.15
C 1.94 4.13 1.44 -0.31
H 3.52 7.56 0.62 0.21
H 2.68 6.75 1.99 0.19
H 4.04 5.93 1.17 0.19
H 0.67 4.99 -1.63 0.24
H -0.39 2.74 -1.35 0.20
H -1.55 1.23 -0.86 0.22
H -2.83 -0.59 0.21 0.23
H -4.45 -2.24 -1.68 0.27
H -3.86 -0.59 -1.35 0.25
H -3.81 -1.25 -2.99 0.28
H -2.83 -3.61 -3.17 0.25
H -1.12 -3.13 -3.22 0.28
H -1.71 -4.18 -1.93 0.27
H 0.60 0.24 -1.59 0.25
H 2.86 -0.44 -2.40 0.24
H 3.41 -2.89 -2.63 0.24
H 2.01 -4.54 -1.32 0.24
H -0.24 -3.82 -0.52 0.23
H -2.47 -3.14 1.03 0.20
H -1.80 -4.22 3.18 0.23
H -0.14 -3.11 4.67 0.23
H 0.94 -0.96 3.94 0.24
H 1.56 2.30 2.46 0.23
H 2.60 4.50 2.22 0.23


75
Properties=species:S:1:pos:R:3:lowdin_charge:R:1 method="wB97M-V/def2-TZVPD" multiplicity=1 energy_ev=-102396.030 homo_lumo_gap_ev=1.812 e_lumo_ev=-12.46 charge=+2 mol_weight_g_mol=838.912
Tl -0.59 -3.45 -0.16 1.13
N 0.09 -0.77 -1.06 -0.30
S -0.91 0.39 -0.62 0.45
O -1.79 0.91 -1.61 -0.23
O -0.41 1.31 0.35 -0.29
F -1.91 -0.55 0.19 -0.23
S 1.20 0.16 -1.83 0.50
O 2.21 0.76 -1.01 -0.32
O 0.74 0.86 -2.96 -0.20
F 2.03 -1.04 -2.44 -0.15
Cl -4.93 0.04 1.21 0.64
C -5.07 -0.05 -0.56 -0.63
C -5.36 1.33 -1.13 -0.67
Cl -5.62 1.14 -2.87 0.64
H -5.87 -0.72 -0.85 0.08
H -4.10 -0.35 -0.92 0.04
H -4.49 1.97 -1.05 0.04
H -6.20 1.84 -0.67 0.08
C -3.88 4.23 0.72 0.00
C -2.40 4.03 0.52 -0.40
C -1.66 5.41 0.55 0.06
O -1.96 3.24 1.57 0.10
H -4.43 4.50 -0.18 0.11
H -4.15 5.00 1.46 0.12
H -4.29 3.33 1.18 0.09
H -2.19 3.61 -0.48 0.16
H -0.60 5.35 0.28 0.06
H -1.85 5.95 1.49 0.11
H -2.22 6.12 -0.07 0.12
H -1.13 2.82 1.29 0.08
O -2.07 -2.48 2.21 -0.03
C -2.30 -1.77 3.17 -0.56
N -1.67 -0.58 3.34 0.22
C -3.36 -2.14 4.16 0.03
H -0.83 -0.36 2.84 0.08
H -2.09 0.11 3.94 0.12
H -4.31 -1.65 3.89 0.09
H -3.14 -1.80 5.16 0.10
H -3.57 -3.20 4.02 0.10
O 0.82 5.08 -0.76 0.12
C 1.70 4.20 -0.89 -0.45
N 1.84 3.26 0.08 0.22
C 2.53 4.09 -2.14 0.06
H 2.27 2.35 -0.11 0.08
H 1.27 3.32 0.91 0.11
H 3.58 4.04 -1.83 0.11
H 2.34 4.93 -2.79 0.10
H 2.21 3.18 -2.66 0.09
O 2.34 -3.42 0.01 -0.07
C 3.57 -3.32 -0.07 -0.53
N 4.19 -2.12 -0.23 0.19
C 4.42 -4.56 -0.21 0.02
H 5.17 -2.05 -0.40 0.11
H 3.57 -1.33 -0.35 0.07
H 5.47 -4.29 -0.07 0.09
H 4.28 -5.11 -1.13 0.08
H 4.26 -5.27 0.61 0.10
O 1.12 -4.32 -2.54 -0.07
C 1.82 -4.49 -3.54 -0.54
N 2.56 -5.63 -3.69 0.17
C 1.84 -3.51 -4.70 0.01
H 2.98 -5.90 -4.55 0.11
H 2.66 -6.18 -2.85 0.11
H 1.25 -3.83 -5.55 0.09
H 2.86 -3.20 -4.93 0.09
H 1.39 -2.59 -4.32 0.07
O 0.82 -1.38 1.95 -0.02
C 1.83 -0.88 2.46 -0.52
N 2.58 0.05 1.81 0.20
C 2.34 -1.25 3.84 0.02
H 2.27 0.26 0.86 0.05
H 3.49 0.32 2.12 0.12
H 2.91 -0.41 4.26 0.09
H 2.99 -2.13 3.82 0.10
H 1.53 -1.41 4.55 0.09


11
Properties=species:S:1:pos:R:3:nbo_charge:R:1 method="wB97M-V/def2-TZVPD" multiplicity=1 energy_ev=-17785.210 smiles="C#C[C@H](Cl)C=C" homo_lumo_gap_ev=10.443 relative_energy_ev=2.3504 e_lumo_ev=0.43 charge=0 mol_weight_g_mol=100.548
C 1.77 0.08 1.98 -0.18
C 0.96 0.29 1.10 -0.05
C -0.14 0.35 0.26 -0.27
Cl -0.59 -1.46 -0.05 -0.10
C 0.03 0.94 -1.10 -0.20
C -0.94 1.57 -1.78 -0.36
H 2.43 0.06 2.88 0.26
H -1.01 0.69 0.86 0.26
H 1.14 0.79 -1.48 0.23
H -0.63 2.10 -2.72 0.21
H -1.95 1.71 -1.41 0.21


92
Properties=species:S:1:pos:R:3:lowdin_spin:R:1 method="wB97M-V/def2-TZVPD" s2=2.041 multiplicity=3 energy_ev=-112278.738 homo_lumo_gap_ev="7.777 / 4.440" relative_energy_ev=0.8932 e_lumo_ev="0.08 / -3.27" charge=0 mol_weight_g_mol=1006.825
Au 0.56 0.42 -0.42 0.50
F 7.41 1.15 -1.25 0.07
C 6.20 0.72 -0.96 0.20
C 5.99 -0.01 0.21 0.00
F 7.01 -0.27 1.01 -0.01
C 4.74 -0.46 0.52 0.12
F 4.54 -1.17 1.61 0.04
C 3.62 -0.23 -0.34 0.12
O 2.47 -0.65 -0.06 0.34
C 3.90 0.50 -1.54 0.14
F 2.90 0.70 -2.36 0.05
C 5.15 0.97 -1.84 -0.01
F 5.38 1.62 -2.97 -0.02
C -0.89 3.85 -1.67 0.00
C -0.78 4.81 -0.50 0.00
C -1.73 4.48 0.63 0.00
O 0.56 4.90 0.04 0.00
P 1.80 3.91 0.02 0.02
S 2.64 3.68 -1.76 0.02
S 1.42 2.14 1.03 0.21
O 2.84 4.72 0.88 0.02
C 2.73 5.35 2.18 0.00
C 2.01 4.48 3.19 0.01
C 2.08 6.72 2.05 0.00
H -1.88 3.93 -2.11 0.00
H -0.74 2.82 -1.34 0.00
H -0.16 4.09 -2.44 0.00
H -0.98 5.83 -0.86 0.00
H -1.53 3.48 1.03 0.00
H -2.76 4.51 0.28 0.00
H -1.61 5.20 1.44 0.00
H 3.78 5.47 2.47 0.00
H 0.97 4.33 2.89 0.00
H 2.02 4.97 4.16 0.00
H 2.48 3.51 3.28 0.00
H 1.01 6.61 1.85 0.00
H 2.53 7.29 1.25 0.00
H 2.21 7.26 2.99 0.00
O -0.08 -1.95 -0.28 0.02
S 0.77 -2.89 0.53 0.00
C 1.12 -4.28 -0.61 0.00
C 2.22 -3.87 -1.54 0.00
C 1.97 -3.60 -2.88 0.00
C 3.01 -3.27 -3.73 0.00
C 4.31 -3.20 -3.26 0.00
C 4.57 -3.44 -1.91 0.00
C 3.53 -3.78 -1.06 0.00
C -0.49 -3.73 1.60 0.00
C -1.51 -4.50 0.84 0.00
C -2.43 -3.85 0.01 0.00
C -3.39 -4.56 -0.68 0.00
C -3.46 -5.94 -0.56 0.00
C -2.54 -6.61 0.24 0.00
C -1.57 -5.89 0.93 0.00
H 0.20 -4.52 -1.14 0.00
H 1.42 -5.11 0.03 0.00
H 0.96 -3.64 -3.25 0.00
H 2.81 -3.08 -4.78 0.00
H 5.12 -2.95 -3.93 0.00
H 5.58 -3.38 -1.54 0.00
H 3.72 -3.97 -0.01 0.00
H -0.94 -2.89 2.14 0.00
H 0.07 -4.35 2.30 0.00
H -2.37 -2.78 -0.09 0.00
H -4.10 -4.04 -1.31 0.00
H -4.22 -6.50 -1.08 0.00
H -2.58 -7.68 0.33 0.00
H -0.85 -6.41 1.55 0.00
C -4.61 2.08 -0.95 0.00
C -4.76 1.48 0.45 0.00
C -3.86 0.25 0.74 0.01
C -4.32 -0.36 2.08 0.00
C -3.39 -1.42 2.65 0.00
C -4.06 -0.74 -0.38 0.00
O -5.00 -1.50 -0.44 0.00
N -3.14 -0.68 -1.41 0.00
C -1.91 -0.06 -1.32 0.01
O -1.08 -0.14 -2.23 0.01
N -1.59 0.62 -0.19 0.12
C -2.41 0.76 0.88 0.01
O -2.06 1.32 1.90 0.00
H -5.17 3.01 -1.01 0.00
H -5.00 1.40 -1.71 0.00
H -3.56 2.28 -1.18 0.00
H -5.80 1.17 0.60 0.00
H -4.53 2.24 1.20 0.00
H -5.31 -0.80 1.91 0.00
H -4.42 0.45 2.80 0.00
H -3.33 -2.29 1.99 0.00
H -3.76 -1.76 3.61 0.00
H -2.39 -1.02 2.80 0.00
H -3.28 -1.28 -2.21 0.00